1.
DFT (the ωB97M-V functional and the def2-TZVPD basis) results for a single C6H9N3O3 molecule at a distorted geometry.

The geometry in XYZ format:
```
21
Properties=species:S:1:pos:R:3:forces:R:3:lowdin_charge:R:1
C 3.710 -0.037 0.076 0.2 -2.8 0.6 -0.15
C 2.769 -1.019 0.182 0.8 -0.7 0.7 -0.01
C -1.577 0.873 1.048 0.1 -1.8 0.2 -0.27
C -1.274 1.052 -0.460 -1.8 0.2 -1.1 -0.29
C -0.691 -0.345 -1.029 -0.4 1.2 0.5 -0.31
C 0.369 -0.840 -0.187 -1.5 0.6 2.5 0.05
N 3.194 1.019 -0.469 -0.3 3.1 -0.6 0.04
N 1.941 0.850 -0.648 -0.1 0.9 -1.1 0.06
N 1.667 -0.384 -0.287 -1.2 -2.5 1.2 -0.10
O -0.510 0.271 1.649 2.6 -1.2 -1.1 -0.12
O -0.451 2.107 -0.651 -0.5 2.1 -1.7 -0.02
O -1.709 -1.300 -1.166 -0.3 1.3 -1.5 0.03
H 4.692 -0.119 0.383 1.9 0.1 0.3 0.08
H 2.891 -2.060 0.559 -0.7 1.2 -0.5 0.14
H -1.641 1.806 1.583 -0.5 1.0 -0.4 0.12
H -2.391 0.215 1.338 -1.2 0.3 -0.8 0.11
H -2.180 1.376 -1.158 1.4 -1.2 1.7 0.19
H -0.197 -0.177 -1.956 -0.2 0.6 -1.3 0.15
H 0.053 -1.718 0.400 1.4 0.2 -0.2 0.16
H 0.392 2.279 -0.264 0.7 -1.1 0.9 0.08
H -1.592 -1.878 -0.453 -0.3 -1.6 1.6 0.05
```
Positions in Å, forces in eV/Å.

The calculation puts the HOMO-LUMO gap (alpha / beta) at 8.3 / 7.5 eV. Its HOMO energy (alpha / beta) is -9.337 / -8.692 eV. As for the total charge: 0. As for the energy above the lowest of the compared OMol25 structures with the same formula, charge and spin: 134.4 kcal/mol. As for the LUMO energy (alpha / beta): -1.0549 / -1.1941 eV.

***

2.
DFT (the ωB97M-V functional and the def2-TZVPD basis) results for a gas-phase ion, C6H9N3OP (charge +1) at a distorted geometry.

The geometry in XYZ format:
```
20
Properties=species:S:1:pos:R:3:forces:R:3:lowdin_charge:R:1
H -3.830 0.155 -2.457 1.0 -0.9 0.2 -0.09
P -2.891 -0.978 -2.145 -0.1 0.9 0.1 0.89
N -1.816 -0.193 -1.292 1.4 -0.5 1.7 -0.32
C -0.758 -0.660 -0.368 -3.9 -1.2 -1.9 -0.26
N -0.982 -1.907 0.177 2.6 1.7 0.9 0.12
C -0.133 -2.307 1.209 -2.2 -1.5 0.6 -0.02
C 0.822 -1.506 1.705 1.9 2.4 -1.6 0.05
C 1.120 -0.270 0.992 -0.4 0.2 1.2 -0.20
O 2.131 0.432 1.465 -0.2 -2.1 0.9 0.14
C 0.228 0.196 0.032 0.0 0.1 -1.5 -0.08
C 0.246 1.498 -0.747 1.0 1.5 2.7 -0.14
N 1.376 2.375 -0.312 -0.5 -2.4 0.7 0.04
H -1.677 -2.487 -0.260 -0.1 -0.4 0.3 0.12
H -0.445 -3.229 1.745 0.4 0.6 -0.8 0.15
H 1.594 -1.593 2.467 -0.8 -1.1 0.3 0.15
H 2.266 1.273 1.038 -0.3 1.2 -1.2 0.09
H -0.712 1.968 -0.573 -0.3 0.2 -0.1 0.12
H 0.354 1.365 -1.781 0.0 -0.6 -1.4 0.11
H 1.240 3.201 0.190 -1.3 1.2 1.1 0.08
H 1.866 2.668 -1.084 1.5 0.5 -2.2 0.06
```
Positions in Å, forces in eV/Å.

The calculation puts the HOMO-LUMO gap at 8.0 eV. Its HOMO energy is -13.094 eV. As for the total charge: +1. As for the LUMO energy: -5.1387 eV.

***

3.
DFT (the ωB97M-V functional and the def2-TZVPD basis) results for a single C6H9N3OS2 molecule at a distorted geometry.

The geometry in XYZ format:
```
21
Properties=species:S:1:pos:R:3:forces:R:3:lowdin_charge:R:1
C 0.013 2.005 0.622 0.6 0.0 -0.4 -0.65
C 2.053 0.564 0.229 0.1 0.5 0.1 -0.73
C -0.823 -0.916 -1.531 0.0 0.0 0.2 -0.16
C -0.622 -1.843 -0.337 0.1 0.1 -0.1 -0.16
C -1.001 0.525 -1.041 -0.3 0.1 -0.4 -0.14
C 0.712 -1.500 0.321 -0.1 -0.4 0.2 -0.11
N -1.031 1.689 3.727 -2.3 -1.3 1.5 -0.53
N -0.300 0.706 0.240 0.4 0.3 0.5 -0.16
N 0.863 -0.060 0.323 -0.3 -0.3 -0.2 -0.09
O 3.134 0.050 0.167 0.3 -0.2 0.0 0.04
S 1.750 2.342 0.289 -0.6 0.0 0.1 0.98
S -0.023 2.267 2.836 2.5 1.3 -1.6 0.65
H 0.054 -0.984 -2.181 -0.1 0.0 0.0 0.12
H -1.694 -1.210 -2.115 0.0 0.0 0.0 0.11
H -1.435 -1.704 0.376 0.0 -0.1 0.0 0.12
H -0.615 -2.885 -0.652 0.0 0.0 0.1 0.12
H -0.631 1.231 -1.796 0.0 0.0 0.1 0.12
H -2.053 0.744 -0.846 0.0 0.0 0.0 0.13
H 0.755 -1.876 1.349 0.1 0.0 -0.1 0.13
H 1.553 -1.917 -0.239 -0.1 0.1 0.1 0.13
H -0.658 2.771 0.260 -0.2 -0.1 0.1 0.07
```
Positions in Å, forces in eV/Å.

As for the spin multiplicity: 3. The calculation puts the HOMO-LUMO gap (alpha / beta) at 7.8 / 7.9 eV. Its HOMO energy (alpha / beta) is -7.251 / -9.440 eV. As for the total charge: 0. Its expectation value of S² is 2.04. As for the LUMO energy (alpha / beta): 0.5227 / -1.5138 eV.

***

4.
DFT (the ωB97M-V functional and the def2-TZVPD basis) results for 2 unconnected molecules or ions with the total composition C6H9N4S at a distorted geometry.

The geometry in XYZ format:
```
20
Properties=species:S:1:pos:R:3:forces:R:3:lowdin_charge:R:1
C -2.503 0.955 1.773 -2.1 -0.6 -0.4 -0.09
C -0.144 0.518 1.062 -0.9 -0.1 -0.3 0.08
C -3.724 0.363 1.554 3.2 0.1 0.0 -0.33
C -1.517 0.235 1.105 4.2 0.0 0.1 -0.21
C -1.970 -0.979 0.471 0.1 1.1 -0.3 -0.60
C 0.353 -1.188 -0.493 -5.4 -0.3 2.8 0.15
N -1.286 -1.759 -0.274 5.8 1.1 -1.6 0.16
N 0.759 -0.174 0.271 -1.3 -1.5 -1.9 -0.14
N 2.974 -0.092 -2.473 0.6 -3.3 -1.0 0.00
N 2.035 0.266 0.159 -0.6 -1.3 0.1 0.14
S -3.696 -1.093 0.657 -0.6 -0.6 -0.1 1.11
H -2.385 1.856 2.326 0.2 0.4 0.3 0.12
H 0.368 1.332 1.529 -0.4 0.5 0.5 0.14
H -4.560 0.769 1.975 -2.5 0.6 0.7 0.06
H 1.058 -1.663 -1.125 0.1 -0.7 -0.5 0.10
H 3.548 -0.934 -2.834 -0.2 2.0 1.3 0.10
H 2.278 -0.209 -3.198 -0.7 0.9 0.0 0.03
H 3.470 0.761 -2.624 0.5 0.4 -0.5 0.03
H 2.633 0.096 -0.629 -0.5 -0.7 -1.3 0.05
H 2.308 0.942 0.769 0.5 2.1 2.1 0.08
```
Positions in Å, forces in eV/Å.

The calculation puts the HOMO-LUMO gap (alpha / beta) at 7.7 / 7.7 eV. Its HOMO energy (alpha / beta) is -12.432 / -12.432 eV. As for the total charge: +1. As for the energy above the lowest of the compared OMol25 structures with the same formula, charge and spin: 84.0 kcal/mol. As for the LUMO energy (alpha / beta): -4.7228 / -4.7231 eV.

***

5.
DFT (the ωB97M-V functional and the def2-TZVPD basis) results for 3 unconnected molecules or ions with the total composition C6H9N5 at a distorted geometry.

The geometry in XYZ format:
```
20
Properties=species:S:1:pos:R:3:forces:R:3:lowdin_charge:R:1
C -1.309 1.523 1.558 -1.7 2.0 2.6 -0.17
C -0.301 -0.747 1.720 -1.7 3.1 0.7 -0.11
C 1.072 -1.132 0.066 0.9 -3.8 -2.1 -0.27
C 1.847 -1.218 -2.134 0.8 -0.2 3.3 -0.11
C 0.430 -0.353 -0.837 0.5 0.5 -1.6 -0.33
C -0.413 0.687 -0.384 3.7 5.3 1.8 -0.54
H -2.754 1.158 1.693 4.3 2.0 0.0 0.18
H -1.008 2.568 0.832 -1.4 -3.2 2.6 0.14
H -0.603 1.727 2.916 -2.4 -0.6 -3.9 0.16
H -0.856 -0.711 2.808 1.7 -0.5 -3.0 0.17
H 2.699 -2.808 -0.616 -2.9 3.9 0.1 0.23
H 2.656 -1.429 -2.876 -1.2 0.2 0.6 0.11
H 0.560 1.504 -0.079 -2.8 -0.2 -1.9 0.20
H -1.717 0.015 -1.006 -2.7 2.4 -1.1 0.15
H -1.424 1.290 -2.039 -0.6 0.0 1.6 0.10
N -0.771 0.402 0.900 -0.2 -3.4 5.4 -0.28
N 0.635 -1.530 1.335 -0.3 0.8 0.1 0.11
N 2.016 -1.858 -0.739 1.1 -0.4 -3.0 0.08
N 0.938 -0.231 -2.108 2.0 -3.6 0.4 0.12
N -1.698 1.142 -1.007 2.9 -4.2 -2.6 0.08
```
Positions in Å, forces in eV/Å.

The calculation puts the HOMO-LUMO gap at 8.4 eV. Its HOMO energy is -7.864 eV. As for the total charge: 0. As for the energy above the lowest of the compared OMol25 structures with the same formula, charge and spin: 198.2 kcal/mol. As for the LUMO energy: 0.5337 eV.

***

6.
DFT (the ωB97M-V functional and the def2-TZVPD basis) results for 2 unconnected molecules or ions with the total composition C6H9NO at a distorted geometry.

The geometry in XYZ format:
```
17
Properties=species:S:1:pos:R:3:forces:R:3:lowdin_charge:R:1
N 2.002 0.126 -1.572 -3.3 1.1 0.3 0.07
C 0.982 -0.035 -0.572 1.4 3.2 0.2 -0.31
C 0.532 -1.342 -0.269 -1.6 0.0 5.8 0.07
C -0.332 -1.505 1.009 2.6 -0.6 -3.9 -0.12
C -0.974 -0.433 1.592 -0.1 0.0 0.6 -0.10
C -0.461 0.899 1.269 1.1 0.4 -2.3 -0.29
C 0.628 1.141 0.192 -1.5 -3.4 -1.5 0.06
H 2.684 -0.545 -1.500 2.1 -1.3 -0.3 0.04
H 2.200 1.066 -1.905 0.2 -0.7 0.4 0.09
H 1.028 -2.272 -0.561 -0.4 0.5 -0.9 0.11
H -0.453 -2.552 1.367 -0.1 0.8 -0.4 0.08
H 0.010 1.175 2.194 0.4 0.4 1.1 0.12
H -1.266 1.615 1.183 -0.2 0.4 0.0 0.11
H 1.006 2.117 -0.201 -0.2 -0.8 1.0 0.12
H -3.245 0.424 -0.856 -1.5 0.4 0.3 0.02
H -1.972 -0.085 -0.277 0.1 -0.4 0.4 -0.04
O -2.369 0.205 -1.094 1.1 -0.1 -1.0 -0.03
```
Positions in Å, forces in eV/Å.

The calculation puts the HOMO-LUMO gap at 6.1 eV. Its HOMO energy is -7.412 eV. As for the total charge: 0. As for the energy above the lowest of the compared OMol25 structures with the same formula, charge and spin: 126.0 kcal/mol. As for the LUMO energy: -1.3592 eV.